Entry 1:
ORCA calculation (the ωB97M-V functional and the def2-TZVPD basis) on a 3-piece molecular cluster, C2H11N2O2 overall.

**Spin multiplicity**: 1
**Orbital gap**: 11.64 eV
**Net charge**: +1

Last column: natural (NBO) charge in e.
Element x y z (Å)
H (0.223, 1.785, -1.987)  0.43
N (0.504, 1.154, -1.254)  -0.71
C (-0.664, -0.209, 1.921)  -0.42
H (1.170, 0.418, 1.023)  0.44
N (0.176, 0.342, 0.859)  -0.53
H (-2.947, -0.961, -2.247)  0.49
H (-2.575, -1.859, -1.080)  0.48
H (-1.320, 1.185, -0.241)  0.23
O (2.879, -0.242, -0.145)  -0.98
H (1.509, 1.070, -1.171)  0.44
O (-2.334, -1.021, -1.516)  -0.97
H (3.829, -0.454, -0.261)  0.51
C (-0.268, 0.945, -0.217)  0.42
H (2.434, -1.090, -0.231)  0.49
H (-0.066, -0.966, 2.417)  0.23
H (-1.565, -0.645, 1.501)  0.23
H (-0.987, 0.550, 2.630)  0.22

Entry 2:
ORCA calculation (the ωB97M-V functional and the def2-TZVPD basis) on a 3-piece molecular cluster, C2H11N2O2 overall.

**Spin multiplicity**: 1
**Orbital gap**: 9.41 eV
**Net charge**: +1

Last column: natural (NBO) charge in e.
Element x y z (Å)
H (1.332, 3.242, -1.061)  0.42
C (0.274, 1.518, -0.340)  0.05
C (-0.669, 0.616, -0.638)  -0.20
H (1.244, -0.461, 3.179)  0.50
H (0.872, 1.381, 0.471)  0.21
H (-0.241, 2.746, -1.874)  0.40
H (-1.362, 0.496, -1.456)  0.22
H (-0.374, -0.576, 1.175)  0.46
H (-1.781, -0.976, 0.368)  0.43
H (0.820, -3.390, -1.302)  0.50
O (0.130, -2.688, -1.382)  -0.96
H (-0.243, -1.437, -0.210)  0.47
N (-0.772, -0.557, 0.262)  -0.74
H (0.018, -2.672, -2.337)  0.50
N (0.429, 2.722, -1.084)  -0.81
H (-0.086, 0.247, 3.507)  0.51
O (0.410, -0.212, 2.722)  -0.98

Entry 3:
ORCA calculation (the ωB97M-V functional and the def2-TZVPD basis) on a 3-piece molecular cluster, C2H11N2O2 overall.

**Spin multiplicity**: 1
**Orbital gap**: 11.32 eV
**Net charge**: +1

Last column: natural (NBO) charge in e.
Element x y z (Å)
H (1.077, 2.293, 0.019)  0.42
H (2.708, -1.551, 1.782)  0.49
C (-2.466, -0.424, 0.921)  -0.42
H (-0.516, -0.882, 0.004)  0.46
H (1.228, 0.715, -0.089)  0.41
H (-2.462, -1.408, 1.315)  0.23
H (-1.344, 2.085, 0.584)  0.25
H (1.987, -1.159, -2.964)  0.50
H (2.435, -0.869, 0.529)  0.45
H (1.042, 0.075, -3.534)  0.50
N (-1.045, -0.032, 0.479)  -0.52
H (-3.218, -0.496, 0.065)  0.24
C (-0.703, 1.217, 0.368)  0.39
O (1.181, -0.529, -2.752)  -0.99
N (0.598, 1.420, 0.023)  -0.70
O (2.228, -0.756, 1.506)  -0.94
H (-2.730, 0.300, 1.744)  0.23

Entry 4:
ORCA calculation (the ωB97M-V functional and the def2-TZVPD basis) on a 3-piece molecular cluster, C2H11N2O2 overall.

**Spin multiplicity**: 1
**Orbital gap**: 10.81 eV
**Net charge**: +1

Last column: natural (NBO) charge in e.
Element x y z (Å)
H (0.597, 1.033, 0.562)  0.43
O (1.346, 1.946, 2.981)  -0.96
C (-0.450, 0.269, -1.288)  -0.41
H (-2.948, -1.774, -4.212)  0.49
H (0.145, 0.952, -1.881)  0.24
H (-2.244, -0.380, -4.112)  0.47
H (-0.138, -1.730, 0.454)  0.23
H (1.642, -1.532, 2.069)  0.42
H (0.991, 1.749, 3.861)  0.49
N (0.236, 0.243, 0.033)  -0.47
H (-0.453, -0.745, -1.672)  0.24
N (0.974, -0.784, 1.965)  -0.78
C (0.374, -0.825, 0.762)  0.40
O (-2.160, -1.299, -3.907)  -0.96
H (2.279, 2.094, 3.135)  0.49
H (1.254, 0.117, 2.379)  0.43
H (-1.447, 0.663, -1.129)  0.23

Entry 5:
ORCA calculation (the ωB97M-V functional and the def2-TZVPD basis) on a 2-piece molecular cluster, C2H11N3O overall.

**Spin multiplicity**: 1
**Orbital gap**: 9.67 eV
**SMILES string**: NCN.NCO
**Net charge**: 0

Last column: natural (NBO) charge in e.
Element x y z (Å)
H (-1.203, -0.673, -2.582)  0.38
N (-0.656, -0.479, -1.752)  -0.88
H (-1.031, -3.199, -0.940)  0.47
H (0.183, 1.646, 3.636)  0.39
H (0.366, 1.506, -0.533)  0.35
N (0.636, 1.723, 2.714)  -0.87
H (0.241, -1.507, -0.194)  0.15
H (-1.163, 1.621, 1.792)  0.16
C (0.108, -1.573, -1.276)  0.10
H (-0.122, 0.225, 1.438)  0.13
H (1.114, -1.558, -1.792)  0.14
C (-0.121, 1.326, 1.557)  -0.04
H (1.591, 1.393, 2.590)  0.36
N (0.301, 2.016, 0.363)  -0.84
O (-0.377, -2.946, -1.633)  -0.72
H (1.273, 2.362, 0.532)  0.36
H (-0.126, 0.416, -1.842)  0.36

Entry 6:
ORCA calculation (the ωB97M-V functional and the def2-TZVPD basis) on a 3-piece molecular cluster, C2H11N3O2 overall.

**Spin multiplicity**: 1
**Orbital gap**: 9.33 eV
**SMILES string**: [H]/N=C(\N)NC.O.O
**Net charge**: 0

Last column: natural (NBO) charge in e.
Element x y z (Å)
O (-0.713, 2.725, 1.642)  -0.95
H (-0.363, 2.073, 0.983)  0.48
N (-1.629, -0.318, -0.410)  -0.61
H (-2.340, 1.022, 0.949)  0.21
N (0.261, 0.246, 0.899)  -0.84
O (4.992, -0.938, -1.345)  -0.96
N (0.427, -1.076, -1.077)  -0.85
H (-3.571, 0.199, -0.032)  0.19
C (-2.618, 0.069, 0.556)  -0.40
H (-0.064, -1.908, -1.389)  0.38
H (1.350, -1.423, -0.801)  0.39
H (1.126, 0.648, 0.516)  0.35
H (-2.899, -0.540, 1.405)  0.20
H (-1.978, -0.744, -1.254)  0.39
H (5.012, -0.661, -0.431)  0.48
H (-1.648, 2.767, 1.433)  0.45
C (-0.284, -0.255, -0.170)  0.62
H (4.939, -1.888, -1.475)  0.48

Entry 7:
ORCA calculation (the ωB97M-V functional and the def2-TZVPD basis) on an isolated ion of composition C2H11N3P and charge +1.

**Spin multiplicity**: 1
**Orbital gap**: 10.52 eV
**SMILES string**: NC[C@](N)([NH3+])P
**Net charge**: +1

Last column: natural (NBO) charge in e.
Element x y z (Å)
H (0.570, -2.192, 0.143)  0.40
H (2.135, -0.519, 0.841)  -0.01
H (-0.671, -0.932, 1.482)  0.22
H (-1.926, -0.628, 0.358)  0.21
H (-1.018, -2.426, -0.472)  0.42
H (1.416, 0.299, -1.626)  0.43
N (0.412, 0.349, -1.450)  -0.77
H (1.042, 1.068, 2.209)  0.04
C (-0.020, 0.528, 0.054)  0.02
H (-0.260, 2.556, 0.356)  0.40
N (-0.228, -1.792, -0.346)  -0.84
N (-0.735, 1.736, 0.114)  -0.84
P (1.593, 0.811, 0.876)  0.29
H (-1.645, 1.713, 0.464)  0.40
H (-0.179, 0.928, -1.998)  0.45
H (0.245, -0.736, -1.490)  0.45
C (-0.730, -0.764, 0.485)  -0.25

Entry 8:
ORCA calculation (the ωB97M-V functional and the def2-TZVPD basis) on a 3-piece molecular cluster, C2H11NO2 overall.

**Spin multiplicity**: 2
**Orbital gap (spin up / spin down)**: 2.75 / 8.81 eV
**Net charge**: -1

Last column: Mulliken spin population.
Element x y z (Å)
H (1.745, 1.950, 2.100)  -0.43
H (-1.540, -1.309, 1.257)  -0.21
H (-0.181, -3.211, 0.930)  0.00
H (-1.951, -0.153, -1.061)  -0.08
H (1.261, 2.645, -1.595)  -0.16
C (-1.107, -0.048, -0.241)  1.01
H (0.276, 1.657, 1.827)  -0.07
H (0.444, -2.364, -0.672)  -0.03
N (-0.866, -1.238, 0.580)  -0.03
H (-0.152, 0.188, -0.844)  0.04
O (1.040, 2.198, 1.587)  0.72
H (2.584, 2.300, -1.872)  -0.28
O (1.672, 1.859, -1.933)  0.80
H (-1.422, -2.855, -0.457)  -0.10
H (-1.324, 0.897, 0.336)  -0.48
C (-0.480, -2.515, 0.057)  0.30

Entry 9:
ORCA calculation (the ωB97M-V functional and the def2-TZVPD basis) on a 3-piece molecular cluster, C2H11NO2 overall.

**Spin multiplicity**: 1
**Orbital gap**: 9.06 eV
**SMILES string**: CNC.O.O
**Net charge**: 0

Last column: natural (NBO) charge in e.
Element x y z (Å)
H (1.857, 0.462, -0.792)  0.50
H (2.405, 1.014, 1.718)  0.47
O (1.618, 1.340, 1.299)  -0.93
H (1.044, -0.890, -1.561)  0.49
H (-0.687, -2.503, 0.787)  0.20
C (-1.540, 0.618, -0.350)  -0.42
C (-0.803, -1.418, 0.867)  -0.44
H (0.087, -0.768, 1.281)  0.18
H (-1.569, -1.314, 1.700)  0.19
H (-2.199, 0.726, 0.486)  0.19
N (-1.353, -0.929, -0.415)  -0.62
H (-1.919, 1.019, -1.269)  0.20
H (1.917, 2.071, 0.790)  0.47
H (-0.728, -1.168, -1.262)  0.33
H (-0.619, 1.244, -0.054)  0.18
O (1.374, 0.086, -1.553)  -0.99

Entry 10:
ORCA calculation (the ωB97M-V functional and the def2-TZVPD basis) on a 3-piece molecular cluster, C2H11NO3 overall.

**Spin multiplicity**: 2
**Orbital gap (spin up / spin down)**: 3.03 / 9.30 eV
**Net charge**: -1

Last column: Mulliken spin population.
Element x y z (Å)
H (2.398, 0.356, -1.322)  0.01
C (1.476, 1.147, 0.381)  -0.01
H (-3.125, 0.421, 0.322)  0.10
H (1.461, 0.121, 2.328)  0.07
H (1.192, -0.875, 0.897)  -0.09
H (-1.072, -0.208, 1.148)  0.17
H (2.429, 1.603, 0.662)  -0.04
N (1.503, 0.681, -1.011)  0.08
O (-2.618, -0.411, 0.236)  0.13
H (0.781, -0.008, -1.201)  -0.02
H (0.825, 2.024, 0.393)  0.02
H (-3.136, -1.114, 0.700)  -0.05
O (-0.742, -1.585, -1.888)  0.45
C (0.943, 0.092, 1.352)  0.28
H (-1.667, -1.314, -1.979)  -0.05
O (-0.401, 0.324, 1.636)  0.09
H (-0.247, -1.253, -2.655)  -0.16

Entry 11:
ORCA calculation (the ωB97M-V functional and the def2-TZVPD basis) on a 4-piece molecular cluster, C2H11NO3 overall.

**Spin multiplicity**: 1
**Orbital gap**: 8.78 eV
**SMILES string**: C=CN.O.O.O
**Net charge**: 0

Last column: natural (NBO) charge in e.
Element x y z (Å)
H (0.242, -0.884, 0.071)  0.19
O (0.096, 0.884, 2.728)  -0.94
H (-1.721, -1.077, 0.519)  0.47
C (1.474, 0.735, -0.512)  0.04
H (2.129, 0.986, -1.405)  0.19
O (-1.412, -0.787, -2.575)  -0.95
H (1.353, 2.666, -0.009)  0.37
H (1.690, -1.281, -0.939)  0.20
H (0.755, 1.137, 3.387)  0.48
O (-2.163, -1.881, 0.231)  -0.94
H (-1.618, -1.724, -2.609)  0.47
H (-2.089, -1.838, -0.728)  0.47
H (-0.697, 0.793, 3.272)  0.48
H (0.436, 1.655, 0.975)  0.41
N (0.816, 1.821, 0.050)  -0.82
H (-0.526, -0.639, -2.223)  0.49
C (1.235, -0.566, -0.233)  -0.59

Entry 12:
ORCA calculation (the ωB97M-V functional and the def2-TZVPD basis) on a 4-piece molecular cluster, C2H11NO4 overall.

**Spin multiplicity**: 1
**Orbital gap**: 10.94 eV
**SMILES string**: CNC=O.O.O.O
**Net charge**: 0

Last column: natural (NBO) charge in e.
Element x y z (Å)
O (1.217, -1.677, 2.373)  -0.57
H (2.089, 0.115, 1.820)  0.11
O (-1.236, 1.957, -1.443)  -0.95
H (-1.457, 0.437, 2.383)  0.49
N (1.106, -0.777, 0.274)  -0.66
C (1.845, 0.109, -0.623)  -0.43
H (-1.397, -1.252, -0.881)  0.47
H (2.899, -0.126, -0.745)  0.19
H (-2.910, -1.123, -1.070)  0.48
H (1.718, 1.138, -0.299)  0.21
H (1.433, -0.001, -1.627)  0.23
H (-2.149, 2.134, -1.690)  0.47
C (1.498, -0.792, 1.611)  0.54
H (0.927, -1.721, -0.041)  0.39
O (-2.071, -0.935, -1.488)  -0.95
H (-0.683, 0.738, 0.968)  0.48
O (-1.501, 0.659, 1.454)  -0.97
H (-1.329, 1.118, -0.976)  0.47

Entry 13:
ORCA calculation (the ωB97M-V functional and the def2-TZVPD basis) on a 4-piece molecular cluster, C2H11O4 overall.

**Spin multiplicity**: 1
**Orbital gap**: 8.14 eV
**Net charge**: -1

Last column: natural (NBO) charge in e.
Element x y z (Å)
H (0.151, 1.016, -1.057)  0.50
H (-3.150, 0.053, 0.753)  0.47
H (0.872, 1.472, -2.328)  0.44
O (0.108, -2.428, -1.885)  -0.99
H (1.498, -0.894, -0.092)  0.09
H (2.264, 0.390, 1.761)  0.17
O (-3.068, 0.917, 1.130)  -0.97
O (0.420, 1.852, -1.561)  -1.02
O (-0.477, -0.180, -0.145)  -0.98
H (-0.766, -2.630, -2.211)  0.45
H (0.028, -1.606, -1.371)  0.51
H (0.630, 0.898, 2.257)  0.18
H (-2.170, 1.084, 0.835)  0.50
H (0.423, -1.450, 1.182)  0.12
C (1.244, 0.591, 1.408)  -0.65
C (0.638, -0.557, 0.555)  -0.04
H (1.352, 1.472, 0.770)  0.22

Entry 14:
ORCA calculation (the ωB97M-V functional and the def2-TZVPD basis) on a 4-piece molecular cluster, C2H11O4 overall.

**Spin multiplicity**: 1
**Orbital gap**: 7.78 eV
**Net charge**: -1

Last column: natural (NBO) charge in e.
Element x y z (Å)
H (1.806, 0.390, -1.048)  0.44
H (0.651, 0.105, -3.027)  0.47
H (-0.397, -1.838, 0.781)  0.10
C (0.537, -1.368, 2.743)  -0.65
H (1.593, -1.345, 2.441)  0.18
O (0.265, 0.854, -3.497)  -0.96
O (-2.001, -0.013, -0.871)  -1.02
C (-0.379, -1.017, 1.555)  -0.04
H (-0.085, 1.442, -2.816)  0.49
O (-0.221, 0.273, 1.104)  -0.96
O (1.776, 1.168, -0.491)  -1.00
H (0.556, -0.514, 3.437)  0.20
H (-1.347, -0.050, -0.111)  0.52
H (-1.400, -1.137, 1.995)  0.09
H (0.312, -2.390, 3.076)  0.18
H (1.290, 0.834, 0.310)  0.52
H (-2.847, 0.312, -0.574)  0.45

Entry 15:
ORCA calculation (the ωB97M-V functional and the def2-TZVPD basis) on C2H12Ag2BClN4O2 as an isolated structure.

**Spin multiplicity**: 3
**Orbital gap (spin up / spin down)**: 6.27 / 3.16 eV
**Net charge**: +2

Last column: Mulliken spin population.
Element x y z (Å)
Ag (0.490, -1.468, 3.276)  0.00
H (2.252, -0.662, 2.363)  0.00
H (2.400, -2.440, 2.545)  0.00
H (2.159, 2.600, 0.998)  0.00
H (0.450, 2.162, 0.810)  0.00
O (2.117, 3.483, -1.475)  0.92
O (-2.285, -3.094, -2.627)  0.93
H (-0.180, -1.623, -0.654)  0.00
B (2.234, -1.618, 1.765)  0.00
H (3.081, -1.647, 1.012)  0.00
N (1.301, 2.581, 0.465)  0.09
H (-0.914, 2.722, -0.595)  0.00
C (1.152, 3.048, -0.783)  -0.03
H (1.209, -1.629, 1.294)  0.00
H (-0.226, 3.380, -2.092)  0.00
C (-1.732, -2.179, -1.941)  -0.03
H (-2.234, -0.522, -0.878)  0.00
Cl (-1.124, 0.122, 1.779)  0.00
N (-0.578, -2.292, -1.300)  0.02
H (-0.065, -3.137, -1.520)  0.00
H (-3.440, -1.262, -1.898)  0.00
Ag (-3.465, 1.525, 2.276)  0.00
N (-2.465, -1.087, -1.680)  0.08
N (-0.135, 3.039, -1.142)  0.02

| no. | calculated total energy (eV) |
| --- | --- |
| 1 | -9321.91384 |
| 2 | -9320.62755 |
| 3 | -9320.59870 |
| 4 | -9321.38391 |
| 5 | -8768.81433 |
| 6 | -10816.78000 |
| 7 | -16003.65290 |
| 8 | -7834.73189 |
| 9 | -7835.97903 |
| 10 | -9883.62542 |
| 11 | -9883.93353 |
| 12 | -11932.33201 |
| 13 | -10443.46908 |
| 14 | -10442.94806 |
| 15 | -33498.48681 |